Molecular formula: C36H49Br4HoN13O2S
Method: DFT, ωB97M-V/def2-TZVPD

Geometry (Å):
1 Ho -17.003 10.892 -1.378
2 C -18.589 11.057 -4.457
3 N -17.210 11.008 -3.957
4 C -16.580 9.795 -4.548
5 C -17.143 8.588 -3.911
6 C -16.998 7.313 -4.507
7 C -17.382 6.197 -3.839
8 C -18.147 6.375 -2.644
9 C -18.246 7.680 -2.109
10 N -17.714 8.755 -2.711
11 C -16.391 12.181 -4.262
12 C -16.723 13.431 -3.461
13 C -16.576 14.697 -4.099
14 C -16.680 15.848 -3.264
15 C -16.974 15.645 -1.899
16 C -17.139 14.348 -1.478
17 N -17.021 13.248 -2.206
18 C -19.466 11.865 -3.573
19 C -20.393 12.695 -4.144
20 C -21.312 13.370 -3.310
21 C -21.186 13.205 -1.936
22 C -20.177 12.338 -1.448
23 N -19.314 11.714 -2.237
24 H -18.655 11.368 -5.538
25 H -18.957 9.981 -4.600
26 H -16.698 9.800 -5.667
27 H -15.475 9.819 -4.354
28 H -16.340 7.270 -5.391
29 H -17.178 5.265 -4.327
30 H -18.707 5.630 -2.094
31 H -18.765 7.864 -1.213
32 H -15.363 11.879 -4.064
33 H -16.509 12.391 -5.313
34 H -16.372 14.842 -5.173
35 H -16.577 16.887 -3.599
36 H -17.042 16.403 -1.126
37 H -17.349 14.095 -0.474
38 H -20.377 12.814 -5.213
39 H -22.177 14.015 -3.690
40 H -21.679 13.697 -1.159
41 H -20.072 12.203 -0.339
42 N -17.979 11.529 1.043
43 C -16.693 11.426 1.818
44 C -15.834 12.545 1.282
45 N -15.362 12.334 -0.128
46 H -18.442 12.410 1.261
47 H -18.590 10.785 1.474
48 H -16.251 10.510 1.567
49 H -16.797 11.497 2.879
50 H -14.980 12.664 1.980
51 H -16.434 13.483 1.282
52 H -14.678 11.614 0.022
53 H -14.852 13.157 -0.384
54 Br -13.503 4.738 -0.370
55 C -13.914 6.531 -0.910
56 C -13.101 7.193 -1.860
57 Br -11.505 6.498 -2.583
58 C -13.533 8.461 -2.350
59 Br -12.773 9.281 -3.902
60 C -14.532 9.155 -1.672
61 O -14.987 10.361 -2.032
62 C -15.337 8.526 -0.656
63 O -16.408 9.132 -0.164
64 C -15.043 7.215 -0.433
65 Br -16.423 6.274 0.559
66 N -17.527 7.309 3.894
67 N -18.501 7.564 2.968
68 N -19.383 6.700 2.526
69 C -19.997 7.406 1.613
70 N -19.415 8.644 1.390
71 N -18.496 8.709 2.309
72 H -16.955 6.573 3.509
73 H -17.893 7.069 4.838
74 H -20.802 6.971 1.039
75 C -19.814 17.977 8.142
76 C -19.459 17.502 6.738
77 C -19.632 16.045 6.267
78 C -18.948 15.789 4.947
79 N -19.480 16.723 3.854
80 C -19.318 16.387 2.588
81 S -18.395 15.068 1.985
82 N -19.853 17.182 1.586
83 C -20.831 18.221 1.707
84 C -21.922 18.236 0.595
85 C -23.227 18.927 1.087
86 C -23.968 18.296 2.169
87 H -19.876 18.996 8.136
88 H -19.156 17.682 8.841
89 H -20.770 17.547 8.429
90 H -18.470 17.824 6.524
91 H -20.049 18.164 6.086
92 H -20.675 15.797 6.245
93 H -19.404 15.369 7.072
94 H -19.089 14.733 4.701
95 H -17.855 16.037 4.985
96 H -20.027 17.534 4.129
97 H -19.528 17.015 0.598
98 H -20.384 19.234 1.788
99 H -21.361 18.103 2.670
100 H -22.115 17.199 0.276
101 H -21.657 18.797 -0.318
102 H -23.838 18.987 0.174
103 H -22.989 19.979 1.284
104 H -24.386 17.376 1.775
105 H -24.716 18.990 2.583
106 H -23.330 18.029 3.076

Output
Total charge   +1
HOMO level (spin up / spin down)   -9.0185 / -9.0279 eV
2S+1   5